The following is a DFT calculation (wB97M-V/def2-TZVPD) of 4 unconnected molecules or ions with the total composition C25H56Br2F2N9O6.

The value obtained for the electronic energy is -7277.428100 a.u. The calculation puts the max |F| at 10.46 eV/A. Its total charge is +1. The value obtained for the LUMO energy is -4.69 eV. The HOMO-LUMO gap is 6.08 eV. Its HOMO energy is -10.77 eV.

```
100
Properties=species:S:1:pos:R:3:forces:R:3:lowdin_charge:R:1
C -4.57316 0.97475 0.14453 -0.0423 0.1365 -1.6858 -0.134
C -3.67401 1.25454 -1.23205 0.1115 -0.4201 0.1321 -0.225
C -2.14644 0.59047 -1.08156 -2.0518 -0.2878 0.0051 -0.211
N -1.18332 1.53948 -1.76155 0.5486 -0.2093 2.6302 0.002
C 0.02180 1.86276 -0.86908 0.7522 0.9218 -6.0571 -0.349
N 1.09106 0.80407 -1.01794 -1.4530 -0.0580 2.1289 -0.015
C 0.96970 -0.31062 -0.00479 1.8193 -1.9473 -0.2117 -0.229
C 2.42283 -0.36710 0.81561 -0.4906 -0.1920 -0.1325 -0.108
C 0.76116 3.15936 -1.62488 -2.4537 -0.2827 2.0011 -0.191
N 1.16964 2.88882 -3.05782 1.6532 1.3561 -0.9438 0.079
C 0.71400 4.03240 -3.94517 -0.5077 8.4759 -0.0895 -0.147
O 0.82350 5.34178 -3.60875 -0.9730 -10.0604 -2.3749 0.066
F 0.06459 3.75557 -5.26437 2.5300 -0.0440 4.8404 0.025
C 2.67855 2.83826 -3.22294 6.5925 5.1783 0.2956 -0.140
O 3.48128 3.93660 -3.15812 -6.1786 -8.4195 -0.5347 0.069
F 3.41050 1.54224 -3.41816 -3.4222 3.8840 0.6929 0.001
N 1.80217 3.53954 -0.59483 -1.5531 -0.9774 3.7685 0.131
C 1.03193 3.32261 0.71239 -0.0856 0.4145 -0.9025 -0.065
N 1.46991 3.82344 1.91498 -0.8789 -1.2871 -2.7731 0.091
C 0.76994 3.70824 3.25009 0.6304 2.5786 1.4583 -0.645
Br 0.23471 1.85796 3.78221 0.1661 1.3671 -0.7052 0.743
C 1.87492 4.21996 4.39598 0.3392 -1.9691 0.4759 -0.705
C 3.22227 3.24327 4.29858 0.3982 -0.0063 -0.4204 -0.168
Br 2.33299 6.18570 4.19764 -0.4658 -1.6453 -0.1722 0.633
N -0.22442 2.51331 0.48029 4.4457 -0.2158 -0.2067 -0.057
O -1.38206 3.22037 0.61336 -1.5453 -0.5775 1.6230 0.013
H -5.55994 1.63244 0.04100 2.1773 -1.5006 0.5701 0.092
H -4.87100 -0.17059 0.15209 0.6723 2.4446 0.3256 0.086
H -3.92607 1.28382 1.07804 -1.4838 -0.6846 -1.6753 0.055
H -3.54947 2.40812 -1.41751 -0.1487 -2.2860 0.4882 0.103
H -4.20373 0.80780 -2.19849 1.0252 0.9134 2.1899 0.117
H -1.97006 0.49155 0.07464 0.0339 0.2508 -2.2309 0.095
H -2.12342 -0.51110 -1.52584 0.0275 2.3489 0.9824 0.138
H -0.88373 1.19404 -2.70161 0.0107 0.4144 1.4275 0.127
H 1.05206 0.41055 -1.98335 -0.3051 0.7314 1.1830 0.125
H 0.93871 -1.32584 -0.63208 -0.3702 2.1191 1.6345 0.136
H 0.04353 -0.24351 0.70666 1.8462 -0.0118 -1.4373 0.107
H 3.18924 -1.11585 0.28962 -1.7621 1.7948 1.0994 0.095
H 2.87032 0.72922 0.76617 -0.7951 -2.3187 0.4033 0.057
H 2.24600 -0.74636 1.91406 0.5150 0.9039 -2.0935 0.074
H -0.07806 3.99357 -1.51472 2.0357 -1.5242 -1.0431 0.195
H 2.60101 2.88797 -0.43387 -0.4124 0.3964 -1.0590 0.132
H 2.38353 4.36914 1.88578 -1.5847 -0.7390 0.0553 0.170
H -0.10742 4.50399 3.26454 1.4878 -2.1786 -0.1198 0.143
H 1.45334 4.10892 5.49814 0.5087 0.3191 -2.7064 0.112
H 4.18807 3.86223 3.97154 -2.1697 -1.3016 1.0893 0.094
H 3.11052 2.39670 3.47707 -0.0362 1.7626 1.6923 0.061
H 3.36295 2.68537 5.32642 -0.0811 1.3533 -2.1391 0.102
H -1.89796 2.73615 1.34320 0.8622 0.8989 -1.4483 0.147
C -2.65746 -2.39486 5.49153 0.2140 -0.2517 0.1174 -0.067
C -2.36915 -0.95848 5.06255 -0.4925 -0.1163 0.0612 -0.430
C -3.22984 0.09258 5.80121 -0.1581 0.1127 -0.2896 -0.193
O -4.58229 0.17500 5.33797 0.6949 -0.0112 0.3747 -0.193
C -5.45008 -0.80812 5.87937 -0.2783 -0.0017 -0.2545 -0.100
N -2.52655 -0.85486 3.60375 -0.1241 0.2863 -0.0877 0.044
H -3.58846 -2.78378 5.07031 0.0669 0.1616 0.0494 0.061
H -1.85445 -3.06140 5.15466 -0.1350 0.1564 0.0157 0.078
H -2.71552 -2.47429 6.58274 -0.0221 0.0130 -0.1548 0.086
H -1.32018 -0.75341 5.30938 -0.0606 0.1073 -0.0131 0.121
H -2.79402 1.07952 5.61051 -0.1101 -0.0103 -0.0720 0.108
H -3.20139 -0.05497 6.88775 -0.0548 -0.1450 -0.0403 0.123
H -5.19586 -1.06257 6.91281 0.0717 -0.0120 -0.0723 0.094
H -5.43756 -1.70254 5.25208 -0.0297 -0.1284 0.2037 0.076
H -6.46835 -0.41136 5.86172 0.1693 0.0714 0.0000 0.092
H -2.24220 0.08058 3.31099 -0.0023 -0.1476 0.0158 0.020
H -3.53141 -0.87458 3.40513 0.2443 -0.0521 0.0836 0.076
C 4.85072 0.65287 -8.26343 -0.0294 0.2531 -0.2516 -0.072
C 4.57748 0.60014 -6.76246 0.1718 -0.4139 -0.1445 -0.434
C 5.77964 0.09388 -5.93201 -0.2117 -0.1820 0.1426 -0.196
O 5.98139 -1.32247 -5.99354 0.1296 0.6806 -0.0093 -0.195
C 6.68313 -1.76690 -7.14365 -0.1573 -0.3276 0.0534 -0.106
N 3.37640 -0.21477 -6.52387 0.1501 -0.1279 0.3287 0.035
H 4.82711 -0.33424 -8.73302 0.0144 0.0814 0.1560 0.066
H 4.09089 1.26193 -8.76769 0.1046 -0.1519 0.1449 0.079
H 5.82647 1.10686 -8.46889 -0.1065 -0.0816 0.0258 0.081
H 4.36532 1.62627 -6.43786 0.0509 -0.1035 0.1047 0.128
H 5.57875 0.31582 -4.87809 -0.0164 -0.1346 -0.0527 0.109
H 6.70203 0.62768 -6.19162 -0.0101 -0.0636 -0.1499 0.120
H 7.44166 -1.04909 -7.47038 -0.0958 0.0368 -0.0023 0.092
H 5.97916 -1.97316 -7.95329 0.1745 0.0839 -0.1542 0.074
H 7.18146 -2.70784 -6.89684 -0.0540 0.1294 0.0959 0.089
H 3.14400 -0.16968 -5.53112 -0.0009 0.0427 -0.1761 0.051
H 3.64165 -1.19420 -6.66512 -0.1201 0.3058 -0.0633 0.075
C -1.31875 -5.03476 0.32937 0.2979 -0.0739 -0.0990 -0.073
C -1.96816 -4.15048 1.39081 -0.2993 -0.2372 -0.1875 -0.429
C -2.88262 -4.92590 2.36734 -0.2341 0.2587 -0.0478 -0.190
O -4.15581 -5.28580 1.81962 0.6163 -0.0506 0.3176 -0.192
C -4.14156 -6.45703 1.01916 -0.3152 0.1300 -0.1466 -0.105
N -2.69457 -3.05896 0.72410 -0.3080 0.0567 0.1679 0.039
H -2.01288 -5.32172 -0.46517 0.0113 0.0508 0.1601 0.066
H -0.48804 -4.50463 -0.15175 -0.1756 -0.0402 0.0864 0.069
H -0.91183 -5.94891 0.77563 -0.0697 0.0969 -0.0694 0.082
H -1.15664 -3.71024 1.98322 -0.1827 0.0201 0.0705 0.129
H -3.10367 -4.26900 3.21586 -0.0762 -0.0262 -0.1535 0.098
H -2.37606 -5.80689 2.78014 0.0120 -0.0703 -0.1526 0.121
H -3.42563 -7.20012 1.38331 0.0420 0.0864 -0.0260 0.092
H -3.92553 -6.19604 -0.01952 0.1236 -0.2113 -0.0236 0.074
H -5.14086 -6.89909 1.04352 0.0871 0.1040 0.1046 0.090
H -3.04707 -2.41914 1.43682 0.2347 -0.0380 -0.0416 0.041
H -3.54530 -3.46296 0.32083 0.3097 0.0642 0.0248 0.074
```
Positions in Å, forces in eV/Å.